DFT (ωB97M-V with the def2-TZVPD basis set) results for a single C3H6O2 molecule in a non-equilibrium geometry.

Bonds (Å) are listed after each position.
Cartesian coordinates (Å):
1 O -0.839 -2.386 0.435  C2 1.210
2 C -0.156 -1.401 0.595  O1 1.210, C3 1.503, H6 1.098
3 C -0.681 -0.005 0.402  C2 1.503, C4 1.524, H7 1.085, H8 1.104
4 C 0.055 0.778 -0.678  C3 1.524, O5 1.414, H9 1.090, H10 1.086
5 O 1.433 0.461 -0.642  C4 1.414, H11 0.966
6 H 0.909 -1.589 0.782  C2 1.098
7 H -1.765 0.031 0.441  C3 1.085
8 H -0.454 0.494 1.361  C3 1.104
9 H -0.337 0.516 -1.661  C4 1.090
10 H -0.108 1.850 -0.618  C4 1.086
11 H 1.941 1.251 -0.417  O5 0.966

Summary:
multiplicity: 1
gap between HOMO and LUMO: 10.25 eV
total charge: 0
E_LUMO: 0.02332 hartree
SMILES: O=CCCO